{
  "formula": "C5H8O",
  "method": "the ωB97M-V functional and the def2-TZVPD basis",
  "symbols": ["H", "C", "H", "H", "C", "C", "H", "H", "O", "H", "H", "C", "H", "C"],
  "xyz": [[1.43404, 1.10889, -0.52879], [-1.00924, -0.74857, -0.50258], [0.55707, 2.18623, 0.54670], [-1.54201, 1.26234, 0.04735], [-0.09068, -1.67962, -0.77255], [-0.73329, 0.73827, -0.46626], [-0.76011, 1.08402, -1.50684], [-2.02426, -1.06994, -0.29319], [0.18806, 0.22151, 2.35518], [0.95273, -1.43704, -0.96504], [-0.34194, -2.72613, -0.84336], [0.60975, 1.14586, 0.19002], [1.86401, -0.29759, 1.38303], [0.91268, 0.27065, 1.39933]],
  "mulliken_charge": [0.29, -0.12, 0.36, 0.30, -0.76, -0.49, 0.31, 0.30, -0.48, 0.23, 0.27, -0.59, 0.35, 0.03],
  "relative_energy_ev": 1.320,
  "multiplicity": 1,
  "smiles": "C=CCCC=O",
  "energy_ha": -270.50938,
  "orbital_gap_ev": 10.697
}